[1]
Molecular formula: C13H95NO38
Method: DFT, the ωB97M-V functional and the def2-TZVPD basis

Values from the calculation:
* frontier orbital gap: 0.334 hartree
* LUMO energy: -0.45 eV

Structure (ORCA input):
```
! RIJCOSX wB97M-V def2-TZVPD def2/J DEFGRID3
* xyz 0 1
C -4.42833 0.66618 3.56740
O -4.63428 -0.72758 3.43520
C -3.43661 -1.50069 3.58724
C -3.60193 -2.82495 2.86764
C -3.20540 -2.83597 1.37852
C -1.92776 -2.07604 1.01727
C -2.22933 -0.61649 0.58846
C -1.29198 0.45495 1.13480
C 0.18930 0.13199 0.88573
C 1.07246 0.26614 2.12573
N 2.27659 -0.60871 2.04141
C 2.10320 -1.92561 2.67611
C 1.91944 -3.03194 1.61015
C 2.84211 -4.23240 1.79232
O 2.96512 -4.67402 3.14482
C 3.42573 0.10840 2.31087
O 3.86139 0.89325 1.50327
O 4.03931 -0.04843 3.52907
H -4.27075 1.12353 2.58567
H -5.31891 1.11241 4.01235
H -3.56360 0.90359 4.19541
H -3.25472 -1.68000 4.65145
H -2.58768 -0.92797 3.20816
H -4.67072 -3.05662 2.93236
H -3.09214 -3.61746 3.41783
H -4.03549 -2.49244 0.76070
H -3.06428 -3.88591 1.10992
H -1.44674 -2.58812 0.18255
H -1.20390 -2.10395 1.84008
H -3.26654 -0.38513 0.82602
H -2.14873 -0.57605 -0.50152
H -1.53157 1.39316 0.62794
H -1.46499 0.65637 2.19861
H 0.32416 -0.86883 0.47902
H 0.59546 0.83806 0.16553
H 0.53271 0.04739 3.05149
H 1.42518 1.29677 2.19821
H 2.95011 -2.17089 3.31391
H 1.21740 -1.90289 3.31296
H 2.14344 -2.58995 0.63763
H 0.88501 -3.36404 1.57744
H 3.84514 -4.01017 1.42401
H 2.45300 -5.06345 1.19344
H 2.19565 -4.38731 3.65062
H 4.73979 -0.71523 3.46459
O -0.59457 -4.99135 2.03814
H 0.08909 -5.65720 2.17565
H -1.42115 -5.48864 1.99221
O -3.46539 -2.97228 -1.82621
H -3.30924 -3.65785 -2.48335
H -3.55227 -2.16609 -2.35760
O -3.42656 -5.89333 -0.11226
H -3.33287 -6.61999 -0.73931
H -3.55745 -5.09789 -0.65041
O 1.62799 -0.16433 -1.86047
H 2.46646 -0.28693 -1.40551
H 1.84263 0.37964 -2.62744
O 5.36742 -4.31744 5.39983
H 5.83491 -3.69688 4.83023
H 4.48732 -4.38273 5.00699
O 4.03619 1.15037 -1.47511
H 4.82173 0.64150 -1.70563
H 3.92523 1.00210 -0.52445
O 5.28081 3.75515 1.74871
H 5.16532 2.79684 1.79471
H 4.50190 4.09257 2.20538
O 5.50506 3.62314 -1.81812
H 5.07721 2.79898 -1.54008
H 5.02394 3.86845 -2.62122
O -2.61191 -0.99455 -3.92986
H -1.91255 -1.47934 -4.38749
H -2.72908 -0.18274 -4.43382
O 8.39038 3.94918 -1.79283
H 8.78001 3.11166 -1.52145
H 7.45185 3.76201 -1.94578
O -0.77873 -5.30774 -1.16555
H 0.01055 -5.57283 -0.68486
H -1.46575 -5.27893 -0.48598
O -2.44749 -2.28447 6.74778
H -1.66239 -2.47229 7.27174
H -3.16431 -2.26723 7.39136
O 11.12207 4.97198 -1.45448
H 11.63241 4.16291 -1.35079
H 10.20945 4.68127 -1.60135
O 3.10636 5.06810 -0.78055
H 3.30358 6.00972 -0.79934
H 3.93368 4.65818 -0.48187
O 1.96887 3.17276 -1.97987
H 2.31810 4.05221 -1.78804
H 2.68104 2.57946 -1.69990
O -4.54819 0.07620 -5.75837
H -4.75371 -0.86681 -5.75205
H -5.29780 0.49904 -5.31852
O -5.28955 -3.10794 -4.51346
H -4.57322 -3.73652 -4.64141
H -5.58171 -3.23766 -3.60445
O 6.93099 0.07766 3.18853
H 6.33319 0.73198 3.56916
H 7.70606 0.58287 2.92174
O -5.74829 0.15033 0.56293
H -5.69181 -0.24247 1.44470
H -6.09513 1.03643 0.72566
O -5.99784 -5.63368 1.50430
H -5.24426 -5.67267 0.90114
H -5.95560 -4.75308 1.88984
O -3.11118 1.30576 -8.18505
H -2.37332 0.70583 -8.34163
H -3.41745 1.09376 -7.29147
O -7.99357 2.02541 1.75234
H -8.48365 1.25011 2.04569
H -8.51824 2.35232 1.01161
O -0.26985 1.36653 -7.78406
H -0.90040 2.02091 -7.46107
H 0.52889 1.86058 -7.98981
O 4.13596 4.72784 -4.22555
H 3.42592 5.28263 -3.88059
H 4.79146 5.34940 -4.56416
O 9.89281 3.70175 0.93255
H 9.11903 4.10979 1.33350
H 10.43060 4.44297 0.62371
O -1.18517 3.47441 -2.38747
H -0.26441 3.74439 -2.28181
H -1.12843 2.67502 -2.92149
O 1.89473 1.44169 -4.18408
H 2.57542 1.52858 -4.85799
H 1.87126 2.29762 -3.71583
O -2.29362 4.96367 -0.14191
H -2.02245 4.36510 -0.85354
H -2.35272 5.82710 -0.56052
O -3.79450 0.42380 7.20464
H -3.94008 -0.03743 6.37141
H -4.07752 1.32877 7.04119
O -6.10321 2.17436 -4.32879
H -6.12030 2.65636 -5.16309
H -5.68688 2.77644 -3.70326
O -10.82663 2.91180 0.75410
H -10.63670 3.39650 -0.05625
H -10.99568 3.59423 1.41213
O 2.31436 5.05371 -6.84451
H 2.59702 5.00206 -7.76279
H 3.13077 5.08964 -6.33342
O 4.61082 -3.12525 8.13060
H 4.96218 -3.26966 7.24081
H 5.35971 -3.27336 8.71506
O 0.53007 -1.51772 -4.52035
H 0.85260 -0.60674 -4.52705
H 1.31616 -2.04601 -4.35717
*
```



[2]
Molecular formula: C13H9BBrCl4F4NO5STl
Method: DFT, the ωB97M-V functional and the def2-TZVPD basis

Values from the calculation:
* relative energy (zero: lowest compared OMol25 entry of this formula, charge and spin): 17.3 kcal/mol
* frontier orbital gap: 0.215 hartree
* LUMO energy: -0.36 eV

Structure (ORCA input):
```
! RIJCOSX wB97M-V def2-TZVPD def2/J DEFGRID3
* xyz -1 1
Tl 1.30446 -0.07233 -1.17962
C -1.35830 3.62530 3.17186
C -0.14018 2.78141 2.89828
C 0.92502 2.68931 3.77751
C 2.01164 1.88308 3.47566
C 1.98122 1.18840 2.27996
Br 3.42209 0.04019 1.83414
N 0.98698 1.26868 1.41456
C -0.05275 2.04785 1.71777
H -1.26752 4.15948 4.11812
H -2.25421 3.00158 3.20690
H -1.51113 4.35065 2.37030
H 0.91602 3.25029 4.70643
H 2.85882 1.78520 4.14084
H -0.84908 2.09448 0.98074
Cl -2.79049 -6.14041 -1.87704
C -1.76019 -4.98124 -1.15197
C -1.88104 -4.75298 0.30655
Cl -2.99699 -5.70940 1.18255
C -1.15462 -3.81740 0.93826
Cl -1.30662 -3.51123 2.61402
C -0.13570 -3.03247 0.21471
O 0.50167 -2.16331 0.73533
C 0.07440 -3.35831 -1.27395
O 0.97042 -2.84671 -1.88027
C -0.87587 -4.30205 -1.90015
Cl -0.71200 -4.54517 -3.58097
C -2.44255 1.76860 -3.30854
S -1.66291 1.34983 -1.76241
O -1.57154 -0.11338 -1.71974
O -2.52662 1.90636 -0.73026
O -0.33414 1.98553 -1.82908
H -3.46098 1.38230 -3.29723
H -1.86043 1.34085 -4.12408
H -2.44219 2.85698 -3.35920
F 5.23895 -0.43631 -2.20052
B 4.30396 0.52095 -2.63333
F 3.18486 -0.14202 -3.23255
F 4.87696 1.41544 -3.54479
F 3.79061 1.23196 -1.49879
*
```



Computed highest occupied orbital energy, in the same sequence as the records: -9.53 -6.21 eV.